Molecular formula: C37H64BF9NO9PS
Method: DFT, ωB97M-V with the def2-TZVPD basis set

Structure (XYZ):
```
123
Properties=species:S:1:pos:R:3:forces:R:3
C -3.83259 -2.11561 2.46489 0.81 -0.47 -0.42
C -2.70745 -2.94859 1.82153 0.05 0.11 -0.22
C -2.90970 -3.12081 0.30094 0.10 0.21 0.42
C -2.08364 -4.25635 -0.33323 -0.11 0.61 -0.50
C -0.64502 -3.87038 -0.75931 0.32 -0.17 0.96
C 0.02096 -2.75594 0.07307 0.35 -0.42 -1.02
C 1.43857 -2.42150 -0.46607 -0.32 1.35 0.37
C 1.48783 -0.87382 -0.65400 -0.73 -0.87 -0.43
C 0.75403 -0.51234 -1.96407 0.26 1.35 0.59
C 0.35984 1.00495 -1.95265 0.57 -0.55 0.18
C 1.22964 1.90808 -2.86550 -0.61 -0.20 0.40
P 0.46234 2.41192 -4.49635 0.61 -1.33 -1.26
S 0.82908 4.62026 -3.93480 0.02 1.81 0.42
C 0.27514 0.58835 -5.11306 -0.86 0.10 0.29
C -1.02387 -0.17121 -4.79890 0.52 -1.31 -0.63
C -0.86028 -1.67376 -5.17521 -0.85 0.41 1.45
O -1.83031 -2.43592 -4.43475 -0.13 -0.24 -0.45
C -1.29528 2.88657 -4.83153 -0.63 0.76 0.47
C -2.30785 2.74175 -3.67622 -0.34 0.60 -0.05
C -2.02329 3.57599 -2.41425 -0.73 -1.28 0.52
N -2.82989 2.99119 -1.31085 0.40 -0.40 -0.16
C -2.16964 3.09065 -0.01125 -0.73 0.80 0.23
C -1.66804 4.50775 0.28921 -0.27 -1.94 -0.13
C -0.31347 4.69111 0.36853 0.53 0.53 0.15
C 0.18081 5.96633 0.59097 0.60 -0.73 -0.16
C -0.70918 6.99623 0.72363 0.75 1.60 0.22
C -2.06639 6.82391 0.65540 -1.18 0.00 -0.18
C -2.55585 5.55956 0.43289 0.01 -0.46 -0.08
O -3.91750 5.29374 0.30818 0.08 0.36 0.30
B 1.72038 2.70272 -5.96595 0.36 0.09 -0.26
C 2.96814 1.72456 -6.14591 -0.13 0.25 1.02
O 1.56966 3.73879 -6.84470 0.24 -0.21 0.58
H -4.79809 -2.45135 2.08089 -0.05 0.13 0.32
H -3.65938 -1.07699 2.16834 -0.33 -0.02 0.13
H -3.76521 -2.19454 3.55201 -0.29 0.11 -0.08
H -1.77400 -2.41766 2.03227 0.03 -0.22 -0.09
H -2.59153 -3.95070 2.25296 -0.27 0.16 0.17
H -3.98130 -3.29707 0.14505 0.16 -0.12 -0.10
H -2.68887 -2.15728 -0.17874 -0.12 -0.16 -0.13
H -2.60687 -4.55774 -1.24876 0.04 -0.24 0.21
H -2.08330 -5.10987 0.35195 0.08 0.05 -0.10
H -0.59422 -3.56206 -1.81109 -0.19 -0.06 0.08
H 0.00329 -4.75184 -0.66604 -0.15 0.01 -0.25
H -0.59374 -1.85945 -0.05597 0.01 -0.06 0.40
H 0.08834 -3.01270 1.13176 -0.16 0.03 -0.07
H 1.61337 -2.85971 -1.45507 0.13 -0.30 0.28
H 2.22036 -2.68589 0.24667 -0.54 -0.48 -0.52
H 0.91162 -0.44404 0.17409 0.40 0.16 0.05
H 2.49963 -0.46037 -0.66209 -0.09 -0.02 0.02
H -0.15970 -1.10282 -2.07443 0.29 -0.25 -0.12
H 1.46791 -0.67516 -2.77604 -0.42 -0.37 -0.16
H -0.71596 1.14039 -2.09204 0.15 0.02 -0.17
H 0.55994 1.33281 -0.92542 -0.14 0.15 -0.14
H 1.48300 2.80826 -2.31306 -0.04 0.05 -0.25
H 2.17305 1.38778 -3.07839 -0.16 0.06 -0.22
H 2.14687 4.85771 -4.10636 -0.12 -0.37 0.02
H 0.37994 0.59694 -6.20935 -0.02 0.08 0.12
H 1.13542 0.02650 -4.73180 -0.12 0.00 -0.10
H -1.88876 0.16621 -5.37702 0.16 0.35 0.16
H -1.32204 -0.17354 -3.74778 0.22 0.29 -0.05
H 0.13064 -2.03922 -4.88064 0.09 0.12 -0.49
H -1.10864 -1.84018 -6.22320 0.39 -0.12 0.02
H -1.69813 -2.28175 -3.49350 0.09 0.04 -0.07
H -1.71738 2.38174 -5.70513 0.54 -0.35 0.09
H -1.28462 3.94688 -5.10379 0.20 -0.12 0.03
H -3.27472 3.08750 -4.07151 0.10 -0.16 -0.03
H -2.48548 1.71500 -3.35144 0.27 0.03 -0.13
H -2.29932 4.63049 -2.50956 0.63 0.03 -0.34
H -0.98108 3.42600 -2.12309 0.00 0.54 -0.09
H -3.74692 3.41544 -1.28520 0.10 0.13 0.15
H -2.87890 2.79675 0.77600 -0.01 -0.09 -0.24
H -1.34945 2.37003 0.05178 0.05 0.19 -0.14
H 0.35919 3.84762 0.24887 -0.06 0.04 -0.02
H 1.25522 6.10895 0.62176 -0.12 0.23 0.07
H -0.33518 8.00613 0.87436 0.01 -0.12 0.01
H -2.77242 7.64345 0.73993 0.18 0.03 0.06
H -4.17613 4.80014 1.09656 -0.14 0.01 -0.12
H 3.25675 1.30343 -5.17366 0.07 -0.02 -0.18
H 2.69365 0.86594 -6.76626 0.10 0.21 -0.14
H 3.85085 2.24073 -6.53969 -0.13 -0.17 -0.20
H 2.46061 3.94833 -7.15706 -0.33 0.02 -0.58
C 7.91969 -3.28583 3.04096 -0.32 -0.16 -0.02
C 7.59001 -1.83629 2.75434 0.63 -0.16 0.21
O 6.34965 -1.72007 2.02870 -0.25 0.15 -0.14
C 5.24416 -1.77820 2.75550 0.70 -0.01 0.20
O 5.18990 -1.91876 3.94221 -0.34 0.05 -0.06
C 4.01583 -1.59360 1.85434 -0.72 0.01 -0.52
F 4.10542 -2.32574 0.73048 0.66 0.14 0.42
F 3.87755 -0.31156 1.48857 0.31 0.04 0.13
F 2.89105 -1.94678 2.47459 0.23 -0.08 0.23
H 7.92790 -3.86507 2.11693 0.11 0.06 -0.02
H 8.89600 -3.36716 3.51754 0.00 0.04 -0.02
H 7.17605 -3.73716 3.69845 0.06 0.05 0.08
H 8.35327 -1.39736 2.11486 -0.20 0.05 -0.18
H 7.55105 -1.24400 3.66805 -0.23 -0.03 -0.01
C 4.05834 -3.29353 6.65124 -0.18 -0.31 0.02
C 5.29336 -3.31010 7.52303 -0.17 0.60 -0.29
O 5.37465 -4.52758 8.28975 0.15 -0.24 0.19
C 5.87058 -5.58073 7.65482 -0.06 0.68 -0.24
O 6.24791 -5.60424 6.51964 0.07 -0.32 0.09
C 5.93819 -6.78071 8.61067 -0.07 -0.63 0.38
F 4.81249 -6.91107 9.32329 0.00 0.14 -0.09
F 6.95111 -6.63702 9.47821 0.02 0.18 -0.11
F 6.13022 -7.91936 7.94889 0.03 0.17 -0.15
H 3.16249 -3.45933 7.25199 0.04 0.10 0.07
H 3.96856 -2.33882 6.13754 0.05 -0.01 0.00
H 4.09490 -4.08497 5.90279 0.09 0.08 -0.06
H 5.24952 -2.49987 8.24845 0.01 -0.20 0.20
H 6.20074 -3.17135 6.93564 0.01 -0.23 -0.01
C -6.81626 3.13177 -1.05498 0.23 -0.03 0.26
C -7.95376 2.17420 -0.77088 -0.05 0.38 -0.52
O -7.57611 1.20648 0.22578 -0.04 -0.25 0.21
C -7.66241 1.60173 1.48963 -0.24 0.34 -0.57
O -8.02220 2.67781 1.86744 0.09 -0.13 0.28
C -7.26495 0.44658 2.41936 0.28 -0.55 0.54
F -6.15765 -0.16749 1.98648 -0.07 0.14 -0.11
F -8.23792 -0.47389 2.48799 -0.09 0.15 -0.20
F -7.03194 0.86999 3.66017 -0.06 0.24 -0.14
H -5.91592 2.58033 -1.33248 -0.07 -0.04 -0.11
H -7.08010 3.80946 -1.86618 -0.03 -0.02 0.00
H -6.57408 3.72656 -0.17415 -0.10 0.07 -0.03
H -8.19518 1.60466 -1.66623 0.07 -0.22 0.14
H -8.85768 2.70072 -0.46613 0.07 -0.03 0.22
```
Forces are in eV/Å.

Properties
structure (SMILES)	CCCCCCCCCCCP(S)(CCCO)(CCCNCc1ccccc1O)B(C)O.CCOC(=O)C(F)(F)F.CCOC(=O)C(F)(F)F.CCOC(=O)C(F)(F)F
orbital gap	8.023	eV
highest occupied orbital energy	-7.669	eV
lowest unoccupied orbital energy	0.013	Ha
energy	-104583.086	eV